Density functional theory data (ωB97M-V with the def2-TZVPD basis set) for one molecule with the formula C4H5NO in a non-equilibrium geometry.

HOMO-LUMO gap in eV: 11.85
Calculated total energy in eV: -7764.9457
SMILES string: N#CC[C@H]1CO1
Energy relative to the best compared isomer or geometry (same formula, charge and spin) in kcal/mol: 36.5
HOMO level in eV: -10.98

Each atom is followed by the atoms it is bonded to, with distances in Å.
Element x y z (Å)
1 N 2.704 0.782 0.191  C2 1.156
2 C 1.857 0.014 0.020  N1 1.156, C3 1.467
3 C 0.692 -0.861 -0.153  C2 1.467, C4 1.519, H7 1.095, H8 1.095
4 C -0.494 -0.171 0.499  C3 1.519, C5 1.459, O6 1.411, H9 1.090
5 C -1.223 0.856 -0.238  C4 1.459, O6 1.425, H10 1.088, H11 1.090
6 O -1.777 -0.439 -0.021  C4 1.411, C5 1.425
7 H 0.890 -1.840 0.296  C3 1.095
8 H 0.503 -1.014 -1.221  C3 1.095
9 H -0.438 -0.102 1.586  C4 1.090
10 H -1.688 1.682 0.297  C5 1.088
11 H -0.940 1.064 -1.269  C5 1.090

Löwdin population analysis, charges in e, atoms 1 to 5: number 1, N, carries 0.147; number 2, C, carries -0.220; number 3, C, carries -0.121; number 4, C, carries -0.323; number 5, C, carries -0.102

***

Density functional theory data (ωB97M-V with the def2-TZVPD basis set) for one molecule with the formula C4H5NO.

HOMO-LUMO gap in eV: 11.10
Calculated total energy in eV: -7764.0513
SMILES string: [H]/N=C/OCC#C
Energy relative to the best compared isomer or geometry (same formula, charge and spin) in kcal/mol: 57.1
HOMO level in eV: -10.11

Each atom is followed by the atoms it is bonded to, with distances in Å.
Element x y z (Å)
1 H -3.071 -0.005 -0.783  N2 1.016
2 N -2.119 -0.265 -0.540  H1 1.016, C3 1.266
3 C -1.658 0.533 0.327  N2 1.266, O4 1.340, H8 1.094
4 O -0.416 0.462 0.827  C3 1.340, C5 1.432
5 C 0.421 -0.576 0.304  O4 1.432, C6 1.461, H9 1.094, H10 1.096
6 C 1.801 -0.097 0.309  C5 1.461, C7 1.203
7 C 2.934 0.302 0.272  C6 1.203, H11 1.066
8 H -2.172 1.381 0.787  C3 1.094
9 H 0.109 -0.834 -0.712  C5 1.094
10 H 0.308 -1.467 0.931  C5 1.096
11 H 3.934 0.671 0.237  C7 1.066

Löwdin population analysis, charges in e, atoms 1 to 5: number 1, H, carries 0.051; number 2, N, carries 0.104; number 3, C, carries -0.317; number 4, O, carries -0.063; number 5, C, carries -0.207

***

Question: The highest HOMO-LUMO gap belongs to which entry?
Answer: number 1

***

Question: Which formula does entry 2 have?
Answer: C4H5NO

***

Question: The lowest HOMO-LUMO gap belongs to which entry?
Answer: number 2

***

Question: What is the HOMO level in the second record?
Answer: -10.11 eV